Record 1
Formula: C21H48Cl6N6O6
Source: OMol25
Level of theory: the ωB97M-V functional and the def2-TZVPD basis

Calculated values
Gap between HOMO and LUMO: 6.72 eV
Relative energy (zero: lowest compared OMol25 entry of this formula, charge and spin): 622.6 kcal/mol
HOMO level: -7.01 eV
Total energy: -118890.8121 eV

The geometry in XYZ format:
```
87
C21H48Cl6N6O6, DFT the ωB97M-V functional and the def2-TZVPD basis
C -2.72867 4.21825 0.89226
Cl -3.13571 5.69653 1.72599
Cl -3.05750 4.24745 -0.90765
Cl -3.59824 2.81410 1.64942
H -1.66733 4.07051 1.09183
C -2.27272 -0.36331 -2.15853
Cl -2.48892 1.36425 -2.60509
Cl -1.76286 -1.46768 -3.54967
Cl -3.72911 -1.05654 -1.53796
H -1.43347 -0.43202 -1.46641
C 2.71503 -0.01436 0.06169
C 1.21691 0.22511 0.08949
C 0.66053 1.19594 -0.95593
O -0.73063 1.38306 -0.81080
C -1.04771 2.52391 0.06744
N 0.66800 -1.12423 -0.12870
H 3.08439 -0.56218 0.92860
H 3.28304 0.91387 -0.00062
H 2.99191 -0.37337 -0.92957
H 0.87987 0.46917 1.09692
H 0.80159 0.82506 -1.97115
H 1.19158 2.14337 -0.86408
H -2.11474 2.47912 0.28549
H -0.98541 3.54169 -0.31771
H -0.51258 2.34379 0.99981
H 1.01739 -1.72236 0.60635
H -0.32285 -0.95257 -0.03472
C 2.16643 -0.57176 -2.71470
O 2.12157 -0.01050 -3.81182
N 2.99434 -1.57770 -2.39717
C 2.79365 -2.31328 -1.13304
C 4.02818 -2.09284 -3.26710
H 1.44454 -0.37911 -1.90602
H 3.58991 -2.05884 -0.43354
H 2.66093 -3.37811 -1.32440
H 1.91272 -1.99045 -0.57823
H 4.46853 -1.36414 -3.94768
H 4.86784 -2.50881 -2.71030
H 3.51068 -2.89454 -3.79397
C 1.04416 0.03673 3.62633
O 1.23730 -0.79763 4.48132
N 0.21530 1.05529 3.70520
C -0.01299 1.94844 2.63303
C -0.66564 1.38527 4.84570
H 1.59333 0.01974 2.67222
H 0.70019 1.72658 1.83914
H 0.09642 2.98392 2.95540
H -1.01114 1.81084 2.21729
H -0.30938 2.34422 5.22199
H -1.70493 1.58103 4.58174
H -0.51532 0.80985 5.75914
C -1.97311 -0.77952 1.08767
O -0.96900 -0.56070 0.50123
N -2.77066 -1.85979 1.03612
C -3.93541 -1.91196 1.88152
C -2.58093 -2.89414 0.09659
H -2.31082 -0.15117 1.92632
H -4.92306 -1.94924 1.42191
H -3.99668 -1.10667 2.61354
H -3.88775 -2.80257 2.50814
H -3.42837 -2.98717 -0.58261
H -1.69015 -2.67351 -0.49158
H -2.49954 -3.84377 0.62544
C 1.01002 3.45503 -4.89247
O 1.92435 4.31893 -5.02714
N 0.59754 2.85315 -3.71373
C -0.43128 1.85241 -3.53925
C 1.41631 3.12158 -2.48040
H 0.41122 3.12873 -5.75686
H -1.24329 1.96669 -4.25736
H -0.90248 1.87556 -2.55663
H 0.05855 0.88017 -3.59324
H 2.10876 2.28325 -2.40395
H 2.06955 3.98235 -2.62349
H 0.79120 3.19766 -1.59073
C 1.25162 -1.93609 2.50195
O 2.12621 -1.32552 1.82370
N 0.43498 -2.88143 1.95412
C -0.63562 -3.57374 2.69743
C 0.43500 -3.16790 0.55152
H 0.95301 -1.65714 3.52431
H -0.98433 -3.05779 3.59203
H -0.39311 -4.62849 2.82697
H -1.49743 -3.47979 2.03671
H 1.45813 -3.19192 0.17637
H 0.08299 -4.17260 0.31746
H -0.22480 -2.47366 0.03115
```

Record 2
Formula: C21H48F3GaN9O18
Source: OMol25
Level of theory: the ωB97M-V functional and the def2-TZVPD basis

Calculated values
Gap between HOMO and LUMO: 7.09 eV
Net charge: -1
HOMO level: -5.32 eV
Total energy: -133328.5802 eV

The geometry in XYZ format:
```
100
C21H48F3GaN9O18, DFT the ωB97M-V functional and the def2-TZVPD basis
C -0.52088 -0.44017 2.52668
C -1.83531 -0.26875 1.72990
C -2.29990 -1.56169 1.02039
C -2.60193 -1.38733 -0.48588
C -1.69892 -2.23301 -1.41086
C -0.23850 -2.32576 -0.94923
C 0.75606 -2.67384 -2.05719
Ga 2.61639 -2.49406 -1.28290
C 2.72949 -3.79305 0.30069
C 2.69347 -3.07644 1.60283
N 2.04107 -3.50821 2.61943
C 2.82317 -0.61003 -0.51779
O 2.73991 0.37109 -1.59670
C 2.40171 1.60966 -1.17959
C 3.52128 2.32246 -0.46524
O 1.33343 2.11285 -1.41924
C 4.05436 -2.86969 -2.73062
F 4.60500 -4.12985 -2.64670
F 3.57107 -2.80906 -4.01346
F 5.16222 -2.03314 -2.75615
H -0.27488 -1.49259 2.68010
H 0.30702 0.00286 1.96373
H -0.54711 0.09334 3.47782
H -1.68770 0.54088 1.01839
H -2.61847 0.05714 2.41576
H -1.59572 -2.37154 1.19908
H -3.24068 -1.86178 1.49383
H -2.52723 -0.33651 -0.78152
H -3.63880 -1.68751 -0.66766
H -2.14119 -3.22973 -1.52857
H -1.66031 -1.82322 -2.42293
H 0.04518 -1.36782 -0.49231
H -0.15583 -3.07155 -0.15110
H 0.62357 -2.01724 -2.92280
H 0.64904 -3.71717 -2.37776
H 1.87331 -4.47387 0.30788
H 3.64758 -4.39041 0.26513
H 3.23332 -2.12450 1.69250
H 2.13495 -2.84137 3.38625
H 2.06716 -0.39967 0.24620
H 3.79752 -0.52958 -0.01133
H 3.62089 2.00816 0.57088
H 4.42817 2.08821 -1.02020
H 3.35488 3.39680 -0.53772
C -2.94915 4.79516 2.13585
N -2.61402 3.36283 2.36184
O -2.00569 3.07772 3.37540
O -2.97092 2.57459 1.51949
H -2.56673 5.37065 2.96997
H -2.48416 5.08924 1.19990
H -4.03019 4.86397 2.06524
C -3.08272 1.08434 -3.81612
N -4.29201 0.26418 -3.54622
O -4.87153 0.42780 -2.49898
O -4.62412 -0.53411 -4.40686
H -2.92058 1.74116 -2.96992
H -2.26001 0.38899 -3.94970
H -3.26930 1.64496 -4.72765
C -7.52289 -0.47720 -5.97992
N -8.29596 0.71926 -6.41103
O -9.25304 1.05278 -5.74580
O -7.91228 1.28771 -7.41290
H -7.97770 -0.87433 -5.08111
H -7.56047 -1.19245 -6.79588
H -6.50142 -0.16289 -5.79139
C -2.42021 1.84324 6.31276
N -3.57876 2.29902 7.13058
O -4.35853 3.08786 6.63640
O -3.67381 1.85001 8.25561
H -2.47434 2.32012 5.34133
H -1.51874 2.12357 6.84664
H -2.49577 0.76534 6.22362
C -1.21998 -2.34095 -6.81858
N -1.53330 -2.32345 -5.36431
O -1.42384 -1.26394 -4.78039
O -1.87392 -3.36935 -4.86695
H -0.93071 -1.34096 -7.11762
H -0.41004 -3.04930 -6.96321
H -2.11616 -2.66999 -7.33540
C 7.16680 -0.11445 -2.57943
N 7.29873 1.36922 -2.50817
O 6.89276 1.92157 -1.50723
O 7.79117 1.92997 -3.46451
H 6.70398 -0.46076 -1.66394
H 6.54638 -0.34601 -3.43966
H 8.16605 -0.52012 -2.70519
C 5.30552 4.25107 3.06576
N 3.98245 3.76464 3.54863
O 3.66324 4.02416 4.68950
O 3.32036 3.13925 2.75196
H 5.78662 4.78952 3.87328
H 5.88018 3.37989 2.76668
H 5.12018 4.89324 2.21039
C 0.83053 -1.34891 7.43451
N 0.51559 0.05871 7.06826
O 0.81514 0.93550 7.85201
O -0.02834 0.23128 6.00025
H 1.30881 -1.34874 8.40631
H -0.10739 -1.89524 7.44984
H 1.48635 -1.74265 6.66407
```

Record 3
Formula: C21H48IrN10Se2Te2
Source: OMol25
Level of theory: the ωB97M-V functional and the def2-TZVPD basis

Calculated values
Spin multiplicity: 2
Gap between HOMO and LUMO (alpha / beta): 6.14 / 5.14 eV
Net charge: +2
HOMO level (alpha / beta): -12.11 / -12.13 eV
Expectation value of S²: 0.758
Total energy: -185561.8568 eV

The geometry in XYZ format:
```
84
C21H48IrN10Se2Te2, DFT the ωB97M-V functional and the def2-TZVPD basis
Ir -0.46989 -0.29411 -0.85218
C 0.67596 -5.75537 -1.17798
N -0.05968 -4.70028 -0.47858
C -0.85678 -5.17698 0.65363
C 0.10357 -3.38298 -0.77742
N -0.82352 -2.47223 -0.63665
C -2.20487 -2.84129 -0.30155
C -3.08159 -1.61136 -0.35999
N -2.37182 -0.47756 0.24779
C -2.14477 -0.69017 1.70156
C -0.70632 -1.04066 1.94797
N 0.14079 -0.05137 1.29462
C 0.94884 0.66038 2.07105
N 0.81643 0.70691 3.44063
C -0.43561 0.96886 4.12587
C 1.95086 0.41264 4.30873
N 2.00443 1.36531 1.61218
C 2.51665 2.54010 2.31255
C 2.58021 1.14912 0.30870
C -3.06494 0.80076 -0.01171
C -2.08658 1.92431 0.18031
N -1.02668 1.75008 -0.81096
C -0.47294 2.86609 -1.28848
N 0.06207 2.89348 -2.53253
C -0.76417 2.48389 -3.66576
C 1.16199 3.78594 -2.86686
N -0.46596 4.01343 -0.56798
C -0.26772 4.03370 0.87255
C -0.65667 5.32236 -1.18709
N 1.37790 -2.91823 -1.18230
C 1.88624 -3.31677 -2.49354
C 2.37308 -3.08892 -0.12471
H 0.09644 -6.67197 -1.09322
H 0.77119 -5.53610 -2.23474
H 1.66296 -5.93526 -0.74765
H -0.36591 -6.06458 1.04857
H -0.87014 -4.43973 1.45296
H -1.87725 -5.44903 0.38168
H -2.59241 -3.57402 -1.01362
H -2.26621 -3.28515 0.68861
H -3.30202 -1.35661 -1.38895
H -4.03330 -1.79739 0.14761
H -2.41658 0.22073 2.22811
H -2.79455 -1.48016 2.08505
H -0.51298 -1.15123 3.01118
H -0.50064 -2.00293 1.48630
H -1.19203 1.30066 3.42063
H -0.80864 0.09799 4.67291
H -0.28276 1.76892 4.85388
H 2.83619 0.20092 3.71581
H 2.16305 1.24688 4.98139
H 1.72760 -0.46515 4.91984
H 1.86556 2.81224 3.13718
H 3.52139 2.36266 2.69952
H 2.56683 3.37736 1.61470
H 2.06605 1.73439 -0.45706
H 3.62804 1.44675 0.32877
H 2.52081 0.09494 0.04807
H -3.41027 0.79700 -1.04620
H -3.93555 0.91864 0.64083
H -2.60586 2.87183 0.02421
H -1.69893 1.92100 1.20175
H -0.12034 2.19530 -4.49448
H -1.39167 1.64177 -3.39189
H -1.39473 3.31346 -4.00162
H 1.69288 4.08382 -1.96535
H 1.85887 3.24457 -3.50851
H 0.83149 4.67918 -3.40146
H 0.12922 3.07748 1.20151
H 0.45703 4.81373 1.11121
H -1.19040 4.25415 1.41434
H -1.03971 5.21260 -2.19735
H -1.39287 5.87705 -0.60448
H 0.26791 5.90162 -1.20944
H 1.08197 -3.29574 -3.22962
H 2.64873 -2.59810 -2.79080
H 2.35538 -4.30353 -2.49959
H 1.97704 -2.71236 0.82084
H 2.69321 -4.12785 0.01383
H 3.25200 -2.49839 -0.38803
Se 1.54223 0.18376 -2.35083
Te 1.66456 -0.26959 -4.72816
Te -0.67108 -1.46915 -5.23004
Se -1.85031 -1.02645 -3.14006
```